Molecular formula: C3H7O2S
Method: DFT, wB97M-V/def2-TZVPD

The calculation puts the LUMO energy at 3.19 eV. For the total energy, the calculation gives -18155.0502 eV. The charge is -1. The HOMO-LUMO gap comes out at 7.15 eV.

```
13
Properties=species:S:1:pos:R:3:forces:R:3
C -1.390 0.678 0.709 2.1081 -0.6695 0.5718
S -2.207 -0.539 -0.374 0.4395 -0.1142 -0.8212
C -0.734 -1.310 -1.268 -2.0164 2.2130 -1.6559
H -1.349 0.229 1.728 -0.0464 0.5898 -0.6445
H -1.921 1.614 0.719 -0.4212 0.1832 -0.0410
H -0.284 0.930 0.464 -1.7307 -0.6034 0.2036
H -0.419 -2.066 -0.645 1.4582 -1.3198 1.3694
H -1.058 -1.818 -2.237 0.2383 1.1018 1.1366
H -0.082 -0.414 -1.412 -0.0462 -1.3855 -0.0407
O 3.536 0.829 0.045 -1.7276 1.0189 -0.0053
C 2.357 0.787 0.474 -0.0966 -2.5054 3.6121
O 1.717 1.384 1.439 1.4655 0.0063 -2.7710
H 1.833 -0.303 0.357 0.3756 1.4849 -0.9140
```
Forces are in eV/Å.



Molecular formula: C3H7O2S
Method: DFT, wB97M-V/def2-TZVPD

The calculation puts the LUMO energy at 3.84 eV. For the total energy, the calculation gives -18155.2676 eV. The charge is -1. The HOMO-LUMO gap comes out at 8.08 eV.

```
13
Properties=species:S:1:pos:R:3:forces:R:3
C -0.255 0.011 1.585 3.2857 1.5132 -2.0428
C 1.035 -0.530 0.912 -0.2761 -0.4086 -1.0531
S 1.878 0.430 -0.441 -0.4222 -0.4529 0.0332
H -0.961 0.132 0.822 -1.4523 0.0270 -0.6780
H -0.048 0.923 2.103 0.1576 1.0032 0.0352
H -0.446 -0.642 2.327 -1.4295 -2.5931 2.3376
H 1.820 -0.700 1.628 0.3031 0.0180 0.4703
H 0.818 -1.517 0.461 -0.0446 0.4675 0.2630
H 1.115 0.055 -1.617 0.1056 0.6297 1.1846
O -1.580 -0.561 -1.171 0.7712 2.6632 -3.0289
C -1.283 0.400 -1.990 2.7891 0.2863 1.3375
O -0.096 0.662 -2.595 -4.4508 -1.5299 1.4358
H -1.996 1.337 -2.024 0.6632 -1.6236 -0.2944
```
Forces are in eV/Å.



Molecular formula: C3H7O2S
Method: DFT, wB97M-V/def2-TZVPD

The calculation puts the LUMO energy at 3.23 eV. For the total energy, the calculation gives -18155.5085 eV. The charge is -1. The HOMO-LUMO gap comes out at 7.27 eV.

```
13
Properties=species:S:1:pos:R:3:forces:R:3
C 1.760 0.735 0.643 -0.3117 0.8725 0.4227
S 0.734 0.247 2.075 -0.1065 -0.0326 -0.3790
C -0.499 -0.784 1.181 2.0740 -0.4771 -0.7792
H 2.748 1.081 0.951 0.0042 -0.3371 0.3159
H 1.857 -0.072 -0.074 -0.0749 -0.0093 -0.0740
H 1.273 1.617 0.229 -0.0700 -0.3323 -0.5324
H -0.048 -1.775 1.279 -1.2098 -0.4596 0.8341
H -0.338 -0.709 0.110 -0.2211 1.0088 -0.0104
H -1.541 -0.574 1.360 -0.0644 -0.2385 0.4641
O -2.205 -0.230 -2.923 -0.6146 -0.1578 -0.9110
C -1.507 0.076 -1.963 0.6100 0.4565 1.2951
O -1.521 1.074 -1.199 -0.0626 -0.1769 -0.3517
H -0.713 -0.685 -1.670 0.0475 -0.1166 -0.2941
```
Forces are in eV/Å.



Molecular formula: C3H7O2S
Method: DFT, wB97M-V/def2-TZVPD

The calculation puts the LUMO energy (alpha / beta) at 0.81 / -4.00 eV. For the total energy, the calculation gives -18151.9761 eV. The spin multiplicity is 2. The HOMO-LUMO gap (alpha / beta) comes out at 9.34 / 4.53 eV. As for the expectation value of S²: 0.756.

```
13
Properties=species:S:1:pos:R:3:forces:R:3
C 1.077 0.324 0.875 0.3696 -1.0149 -0.5612
S -0.208 0.377 2.088 -0.0941 0.1961 0.7453
C -1.552 -0.349 1.139 0.0927 0.5127 0.1540
H 0.762 0.874 0.002 0.2172 0.4078 -0.0404
H 1.270 -0.712 0.570 -0.1368 0.0627 -0.0242
H 2.040 0.664 1.240 -0.1305 0.4396 0.2241
H -1.419 -1.420 1.009 -0.1301 -0.0627 0.0131
H -2.423 -0.109 1.754 -0.1143 -0.3578 -0.3058
H -1.646 0.155 0.172 -0.0725 -0.1003 0.1276
O -0.328 0.984 -2.237 -0.4596 -0.5292 0.0709
C 0.561 0.088 -2.206 1.2857 0.3209 -0.4628
O 1.765 0.064 -2.242 0.0082 0.0226 -0.0003
H 0.099 -0.937 -2.164 -0.8354 0.1023 0.0599
```
Forces are in eV/Å.



Molecular formula: C3H7O3
Method: DFT, wB97M-V/def2-TZVPD

The calculation puts the LUMO energy at 4.15 eV. For the total energy, the calculation gives -9368.1928 eV. The charge is -1. The HOMO-LUMO gap comes out at 8.64 eV.

```
13
Properties=species:S:1:pos:R:3:forces:R:3
C -1.704 0.667 -1.321 -1.4222 -0.1722 1.2539
O -2.054 -0.148 -0.213 0.4914 0.1193 -0.0860
H -1.298 -0.095 0.450 -0.3507 -0.1488 -0.1029
H -2.207 1.639 -1.204 0.2337 0.1960 -0.1404
H -2.205 0.182 -2.159 0.7014 0.1258 -0.6444
H -0.631 0.847 -1.375 0.0754 -0.2459 -0.4678
C 1.795 -0.964 0.474 -1.8862 2.0583 -0.3725
C 1.092 0.151 1.318 0.0389 -0.3082 0.1780
O -0.152 -0.006 1.482 0.0418 0.1846 0.1518
O 1.800 1.052 1.791 0.0974 0.0361 -0.1264
H 1.320 -1.877 0.803 0.9221 -0.6211 0.1448
H 2.819 -0.663 0.499 0.9529 -1.0402 0.2172
H 1.426 -0.784 -0.545 0.1040 -0.1837 -0.0053
```
Forces are in eV/Å.



Molecular formula: C3H7O3
Method: DFT, wB97M-V/def2-TZVPD

The calculation puts the LUMO energy at 4.26 eV. For the total energy, the calculation gives -9368.2585 eV. The charge is -1. The HOMO-LUMO gap comes out at 8.79 eV.

```
13
Properties=species:S:1:pos:R:3:forces:R:3
C -0.273 -2.151 -1.359 1.3993 -0.1513 0.5611
C 0.527 -1.236 -0.364 -0.1817 -0.0626 -0.9111
O 0.850 -0.118 -0.863 -0.3350 -0.1424 0.1226
O 0.882 -1.714 0.715 -0.1623 -0.1757 0.5211
H 0.534 -2.334 -2.076 -0.3820 -0.0964 -0.4214
H -1.118 -1.692 -1.859 -0.0609 0.1107 0.0805
H -0.479 -3.116 -0.895 -0.3969 0.1223 0.0249
C -0.387 2.175 1.366 1.1302 2.2713 -0.4088
O 0.620 2.105 0.371 -0.2131 -0.7567 0.6410
H 0.712 1.157 0.047 0.1411 0.3721 -0.2846
H -0.023 2.978 2.047 -0.2974 -0.4923 0.1611
H -1.256 2.651 0.894 -0.5692 -0.6490 0.2884
H -0.589 1.297 1.974 -0.0721 -0.3498 -0.3746
```
Forces are in eV/Å.



Molecular formula: C3H7O3
Method: DFT, wB97M-V/def2-TZVPD

The calculation puts the LUMO energy at 3.87 eV. For the total energy, the calculation gives -9367.6086 eV. The charge is -1. The HOMO-LUMO gap comes out at 7.83 eV.

```
13
Properties=species:S:1:pos:R:3:forces:R:3
C 0.297 -2.636 -0.108 -1.1603 -1.4407 -3.0905
O 0.210 -2.017 -1.402 0.9060 -1.0392 0.7531
H -0.032 -1.133 -1.211 -0.7835 2.2016 -0.0506
H -0.703 -2.664 0.304 -0.2220 -0.7143 0.2908
H 0.924 -2.251 0.600 1.7691 1.9373 1.5931
H 0.795 -3.564 -0.383 -0.7302 -0.7625 0.5205
C 1.229 0.878 0.424 -2.2979 0.3191 1.2088
C -0.336 1.410 0.425 -0.7635 -1.8860 -2.8621
O -1.105 0.934 -0.498 1.6832 -0.2201 0.8645
O -0.693 2.242 1.243 0.6470 0.7692 1.2896
H 1.319 -0.219 0.624 -0.0992 0.9432 -0.6949
H 1.529 1.381 1.327 0.9262 0.2139 0.2773
H 1.737 1.266 -0.452 0.1251 -0.3214 -0.0995
```
Forces are in eV/Å.



Molecular formula: C3H7O3P
Method: DFT, wB97M-V/def2-TZVPD

The calculation puts the LUMO energy at 0.09 eV. For the total energy, the calculation gives -18650.1740 eV. As for the SMILES: CCO/C=P/OO. The HOMO-LUMO gap comes out at 8.80 eV.

```
14
Properties=species:S:1:pos:R:3:forces:R:3
C -0.856 -0.429 -0.166 1.2212 2.0052 -1.1044
C 2.765 -0.402 -0.161 -1.1562 -4.0041 0.6005
C 1.397 0.130 0.153 0.2321 2.9699 1.3901
O -4.470 0.787 -0.104 -0.2820 -0.9122 -2.0796
O 0.432 -0.852 -0.094 -1.4359 -0.8243 -0.2835
O -3.097 0.649 0.044 2.6263 -2.2138 -0.3481
P -2.307 -1.185 0.035 -1.6644 2.1084 0.4404
H -0.987 0.645 -0.564 0.2716 -1.3107 0.9983
H 3.488 0.213 -0.560 1.3838 2.0485 -0.2795
H 3.150 -0.955 0.785 -0.3573 0.7431 -1.9228
H 2.617 -1.130 -1.027 0.2327 0.4018 1.2997
H 1.142 1.113 -0.374 0.2636 -1.3505 0.2987
H 1.381 0.397 1.262 -0.2406 -0.2491 -1.2179
H -4.657 1.018 0.770 -1.0948 0.5880 2.2081
```
Forces are in eV/Å.



Record order is preserved below.
Energy relative to the best compared isomer or geometry (same formula, charge and spin): 150.94, 129.97, 106.72, 143.30, 93.16, 86.82, 149.52, 636.61 kJ/mol